1.
30
Properties=species:S:1:pos:R:3 method="wB97M-V/def2-TZVPD" e_homo_ev=-10.24 lumo_energy_ev=-0.21 orbital_gap_ha=0.36874 mol_weight_da=180.150
O -2.612 2.057 -0.647
H -3.223 1.326 -0.736
H -1.924 1.875 -1.287
O 0.260 2.581 1.238
H -0.503 2.013 1.347
H 0.812 2.388 1.996
O 1.789 0.125 -0.142
H 2.127 0.090 -1.036
H 2.296 0.818 0.280
O 0.327 -2.529 0.017
H 1.087 -3.051 0.273
H 0.115 -2.015 0.796
O -1.693 -1.409 1.025
H -2.599 -1.172 0.825
H -1.166 -0.783 0.528
O -0.328 -0.133 0.030
H -0.411 0.805 -0.142
H 0.616 -0.288 0.064
O 1.527 -2.095 -1.859
H 0.998 -1.877 -2.626
H 0.899 -2.131 -1.137
O -1.499 1.525 1.617
H -2.213 1.323 1.012
H -1.420 0.743 2.164
O -0.843 1.499 -2.424
H -0.198 0.796 -2.343
H -0.383 2.282 -2.121
O 2.719 -1.978 1.109
H 3.474 -1.398 1.006
H 1.969 -1.387 1.173

=====

2.
32
Properties=species:S:1:pos:R:3 method="wB97M-V/def2-TZVPD" e_homo_ev=-9.96 lumo_energy_ev=0.42 orbital_gap_ha=0.38136 mol_weight_da=280.232
O 0.991 4.979 -1.741
C 0.202 4.087 -1.739
O 0.568 2.830 -2.002
C -0.482 1.939 -2.387
C -1.621 1.797 -1.355
C -2.155 0.383 -1.294
O -2.058 -0.419 -2.458
C -2.645 -1.586 -2.049
O -3.260 -2.320 -2.722
O -2.420 -1.748 -0.718
C -1.707 -0.609 -0.241
O -0.353 -1.031 -0.276
C 0.463 -0.333 0.564
O 0.489 0.862 0.565
C 1.322 -1.127 1.485
C 1.029 -1.066 2.846
C 1.846 -1.761 3.733
C 2.927 -2.480 3.250
C 3.202 -2.550 1.889
C 2.392 -1.865 0.992
H -0.845 4.293 -1.488
H -0.898 2.208 -3.354
H -0.006 0.976 -2.519
H -2.437 2.428 -1.696
H -1.311 2.160 -0.383
H -3.215 0.496 -1.038
H -2.015 -0.357 0.768
H 0.192 -0.491 3.206
H 1.623 -1.706 4.786
H 3.581 -3.002 3.932
H 4.043 -3.112 1.518
H 2.556 -1.875 -0.074

=====

3.
107
Properties=species:S:1:pos:R:3 method="wB97M-V/def2-TZVPD" total_charge=-1 e_homo_ev=-7.96 lumo_energy_ev=1.99 orbital_gap_ha=0.36551 mol_weight_da=853.602
As 21.228 10.843 1.983
F 22.641 10.332 2.843
F 21.364 9.436 0.953
F 19.797 11.343 1.120
F 21.122 12.136 3.150
F 22.238 11.771 0.900
F 20.151 9.899 3.015
C 21.836 6.766 3.049
O 22.832 7.615 3.596
H 21.994 6.590 1.978
H 21.927 5.802 3.549
H 20.815 7.144 3.115
H 22.581 8.531 3.402
C 16.851 9.821 0.666
O 16.085 9.751 -0.520
H 17.366 10.785 0.763
H 16.266 9.677 1.576
H 17.674 9.110 0.662
H 15.461 10.482 -0.498
C 25.795 10.107 1.947
O 25.221 11.369 1.644
H 25.301 9.713 2.840
H 25.727 9.374 1.137
H 26.856 10.236 2.158
H 24.264 11.230 1.601
C 23.707 13.080 5.090
O 22.402 12.717 5.490
H 23.958 12.785 4.068
H 23.876 14.162 5.131
H 24.392 12.621 5.804
H 21.857 12.528 4.713
C 24.525 13.964 -0.755
O 25.745 13.371 -0.329
H 23.784 13.196 -0.981
H 24.106 14.640 -0.005
H 24.746 14.582 -1.624
H 25.504 12.726 0.362
C 17.545 13.858 0.637
O 16.163 13.632 0.651
H 18.048 12.998 0.189
H 17.851 14.723 0.036
H 17.983 13.921 1.640
H 15.686 14.351 1.069
C 21.264 14.679 1.227
O 21.440 15.693 0.269
H 20.540 14.935 2.008
H 20.909 13.738 0.799
H 22.209 14.443 1.711
H 20.617 15.961 -0.139
C 18.187 7.686 4.218
O 18.213 7.947 2.824
H 17.188 7.943 4.579
H 18.375 6.646 4.498
H 18.934 8.295 4.732
H 18.949 8.551 2.653
C 20.806 6.748 -1.389
C 20.221 6.308 -2.708
C 21.155 5.390 -3.509
O 20.342 4.277 -3.858
C 19.139 4.375 -3.260
O 18.237 3.628 -3.428
O 19.108 5.445 -2.457
H 20.052 7.148 -0.711
H 21.522 7.573 -1.476
H 21.435 6.014 -0.881
H 19.926 7.172 -3.297
H 22.017 5.001 -2.960
H 21.607 5.888 -4.367
C 21.293 12.873 -2.725
C 21.338 11.434 -2.265
C 20.008 10.684 -2.077
O 20.215 9.529 -2.873
C 21.379 9.563 -3.576
O 21.764 8.701 -4.300
O 22.047 10.680 -3.265
H 20.629 13.508 -2.132
H 20.914 12.946 -3.750
H 22.264 13.366 -2.726
H 21.985 11.343 -1.393
H 19.220 11.346 -2.436
H 19.937 10.386 -1.037
C 24.766 6.583 6.788
C 25.111 8.045 6.522
C 23.945 8.981 6.197
O 24.175 10.100 7.055
C 25.188 9.827 7.915
O 25.529 10.541 8.797
O 25.720 8.632 7.643
H 24.315 6.135 5.901
H 24.037 6.542 7.602
H 25.616 5.965 7.070
H 25.731 8.009 5.616
H 23.019 8.470 6.480
H 23.919 9.306 5.164
C 19.247 11.093 6.488
C 18.698 12.311 5.787
C 18.056 12.049 4.429
O 16.872 12.818 4.473
C 16.577 13.170 5.758
O 15.541 13.655 6.084
O 17.586 12.823 6.572
H 18.486 10.312 6.495
H 19.460 11.298 7.538
H 20.172 10.726 6.043
H 19.348 13.181 5.675
H 17.846 10.999 4.205
H 18.765 12.393 3.675

=====

4.
93
Properties=species:S:1:pos:R:3 method="wB97M-V/def2-TZVPD" e_homo_ev=-9.63 lumo_energy_ev=-0.48 orbital_gap_ha=0.33622 mol_weight_da=558.465
O 3.579 -0.784 -2.962
H 2.915 -1.438 -3.181
H 3.123 -0.158 -2.399
O -3.119 -4.758 -1.084
H -3.311 -4.942 -0.164
H -2.836 -3.844 -1.091
O -0.302 -1.595 3.182
H -0.776 -2.411 3.345
H -0.988 -0.939 3.059
O 1.291 -2.481 -3.873
H 1.530 -2.923 -3.058
H 0.525 -1.955 -3.644
O 1.326 -1.421 5.412
H 1.015 -1.169 4.542
H 0.609 -1.934 5.784
O -0.258 -5.067 -1.300
H 0.098 -5.956 -1.312
H -1.202 -5.188 -1.197
O -2.978 2.735 -1.427
H -2.209 3.228 -1.712
H -3.156 2.130 -2.148
O 4.549 -0.449 1.688
H 4.572 -1.190 1.083
H 5.121 -0.711 2.410
O 5.150 1.012 -0.778
H 4.737 0.558 -0.044
H 6.068 0.744 -0.739
O -2.654 -0.588 0.653
H -1.740 -0.310 0.589
H -3.141 0.223 0.800
O -3.180 -2.014 -1.497
H -4.082 -1.705 -1.416
H -2.761 -1.747 -0.679
O -1.355 4.853 -2.981
H -1.462 4.321 -3.770
H -0.441 4.724 -2.727
O -4.188 1.412 1.948
H -4.220 2.328 2.224
H -5.083 1.094 2.067
O -2.953 -0.580 3.676
H -2.869 0.187 3.108
H -3.797 -0.462 4.113
O 1.253 5.374 -0.112
H 0.901 5.883 -0.842
H 1.078 5.911 0.661
O 1.805 0.893 -1.960
H 1.355 1.571 -1.456
H 1.511 1.029 -2.861
O -1.697 2.133 3.572
H -2.104 2.928 3.917
H -1.881 2.157 2.633
O 1.603 -1.929 1.320
H 2.294 -1.492 1.819
H 0.831 -1.876 1.883
O -3.215 1.003 -3.375
H -3.354 0.065 -3.508
H -3.505 1.407 -4.193
O 3.200 2.475 1.305
H 3.781 2.410 0.547
H 3.554 1.847 1.934
O 3.811 4.169 -1.491
H 3.084 4.633 -1.078
H 4.429 4.007 -0.779
O 0.704 2.591 -0.142
H 0.701 3.547 -0.092
H 1.403 2.322 0.454
O -1.286 -1.059 -3.722
H -1.914 -1.398 -3.084
H -1.429 -0.113 -3.721
O 3.438 -5.643 -0.853
H 3.832 -5.879 -1.693
H 2.878 -4.893 -1.053
O 1.269 3.782 -3.343
H 2.027 3.690 -2.766
H 1.546 3.387 -4.169
O 0.740 3.292 4.261
H 0.399 4.145 4.528
H -0.035 2.733 4.197
O -1.749 2.891 0.891
H -0.994 2.475 0.475
H -2.376 3.019 0.179
O -0.267 -5.903 1.926
H -0.815 -6.525 1.448
H -0.764 -5.085 1.912
O 1.943 -3.595 -1.457
H 1.118 -3.985 -1.167
H 2.170 -2.972 -0.767
O -4.414 -2.468 1.814
H -5.229 -2.008 1.613
H -3.731 -1.805 1.706
O -0.058 -0.026 0.165
H 0.375 0.739 -0.214
H 0.635 -0.682 0.240

=====

5.
70
Properties=species:S:1:pos:R:3 method="wB97M-V/def2-TZVPD" total_charge=-1 e_homo_ev=-3.12 lumo_energy_ev=1.04 orbital_gap_ha=0.15316 mol_weight_da=429.487
C -3.456 1.800 3.115
C -3.838 0.994 4.319
C -3.086 -0.460 4.654
Al -2.079 -0.940 2.885
H -3.976 1.502 2.100
H -2.736 2.729 3.134
H -4.684 1.341 5.049
H -3.911 -1.242 4.935
H -2.334 -0.323 5.564
H -1.580 -2.442 2.845
H -0.820 0.059 2.859
H -3.078 -0.587 1.676
O -1.083 -2.474 -0.700
P -0.915 -3.620 -1.728
N 0.020 -4.524 -0.675
C 1.443 -4.756 -0.584
C -0.700 -5.257 0.359
N -0.100 -2.587 -2.835
C 1.283 -2.642 -3.276
C -0.497 -1.166 -2.796
N -0.721 -4.937 -2.909
C 0.391 -5.808 -3.220
C -1.671 -4.837 -4.014
H 1.668 -5.821 -0.672
H 1.837 -4.421 0.381
H 2.022 -4.253 -1.343
H -1.118 -6.182 -0.051
H -1.525 -4.659 0.761
H -0.065 -5.523 1.214
H 1.987 -2.637 -2.445
H 1.556 -1.770 -3.889
H 1.459 -3.482 -3.943
H 0.032 -0.629 -2.001
H -1.576 -1.058 -2.637
H -0.287 -0.659 -3.746
H 1.367 -5.326 -3.163
H 0.331 -6.217 -4.238
H 0.400 -6.669 -2.547
H -1.294 -4.183 -4.804
H -2.625 -4.430 -3.664
H -1.896 -5.821 -4.447
O 3.408 3.620 1.675
P 2.122 3.312 0.869
N 2.395 4.579 -0.190
C 1.826 5.902 -0.300
C 3.378 4.339 -1.241
N 1.123 3.614 2.235
C 0.159 4.683 2.435
C 1.723 3.308 3.549
N 0.644 2.958 -0.057
C -0.329 3.814 -0.700
C 0.102 1.636 0.245
H 1.355 6.041 -1.275
H 2.598 6.672 -0.200
H 1.075 6.122 0.443
H 2.930 3.764 -2.057
H 4.234 3.775 -0.855
H 3.783 5.267 -1.664
H 0.594 5.671 2.284
H -0.236 4.697 3.462
H -0.731 4.541 1.826
H 2.349 4.135 3.901
H 2.333 2.398 3.505
H 0.957 3.113 4.310
H -0.542 4.737 -0.160
H -1.303 3.323 -0.824
H 0.006 4.082 -1.705
H -0.551 1.664 1.120
H 0.912 0.927 0.448
H -0.461 1.224 -0.604

=====

6.
78
Properties=species:S:1:pos:R:3 method="wB97M-V/def2-TZVPD" total_charge=-1 e_homo_ev=-4.07 lumo_energy_ev=0.84 orbital_gap_ha=0.18035 mol_weight_da=919.212
C 0.734 4.858 -2.026
C -0.782 5.147 -2.053
O -1.328 4.893 -0.758
C -1.508 4.393 -3.175
In -1.228 2.174 -3.079
C -1.149 1.379 -0.956
C -0.135 0.234 -0.903
C 0.195 -0.267 0.509
F 0.453 0.768 1.324
F 1.361 -0.962 0.414
C -0.885 -1.148 1.146
F -2.080 -0.591 1.074
F -0.982 -2.293 0.469
C -0.680 -1.498 2.650
F -1.652 -2.413 2.938
F -0.933 -0.486 3.424
C 0.689 -2.161 3.003
F 0.600 -2.738 4.192
F 1.592 -1.237 3.129
F 1.086 -3.088 2.159
P 0.845 1.633 -4.478
O 0.210 1.455 -6.049
Br 1.659 -0.439 -4.010
H 1.125 5.370 -1.142
H 1.232 5.273 -2.902
H 0.921 3.783 -1.979
H -0.902 6.214 -2.260
H -2.219 4.546 -0.888
H -1.210 4.812 -4.140
H -2.586 4.587 -3.056
H -2.638 1.436 -3.931
H -2.164 1.023 -0.771
H -0.919 2.192 -0.268
H -0.378 -0.612 -1.547
H 0.819 0.636 -1.252
H -0.125 0.545 -6.079
C -1.189 11.658 0.052
C 0.139 11.473 0.416
C 0.876 10.444 -0.147
C 0.273 9.613 -1.074
C -1.050 9.780 -1.441
C -1.783 10.810 -0.872
N 1.057 8.533 -1.693
O 2.215 8.397 -1.332
O 0.501 7.846 -2.525
H -1.761 12.466 0.490
H 0.600 12.134 1.138
H 1.908 10.301 0.137
H -1.514 9.122 -2.162
H -2.818 10.953 -1.152
C -1.015 -5.211 3.258
C -2.332 -5.594 3.469
C -2.618 -6.905 3.819
C -1.575 -7.811 3.953
C -0.259 -7.436 3.736
C 0.010 -6.122 3.390
N -1.871 -9.196 4.344
O -3.039 -9.501 4.509
O -0.931 -9.959 4.484
H -0.785 -4.207 2.995
H -3.132 -4.873 3.364
H -3.642 -7.208 3.984
H 0.548 -8.148 3.834
H 1.027 -5.798 3.216
C 2.699 -7.065 1.058
C 2.386 -5.764 0.676
C 2.251 -5.449 -0.667
C 2.428 -6.446 -1.611
C 2.746 -7.742 -1.244
C 2.883 -8.051 0.100
N 2.263 -6.127 -3.038
O 2.002 -4.978 -3.332
O 2.396 -7.039 -3.839
H 2.799 -7.309 2.109
H 2.246 -4.998 1.424
H 2.007 -4.437 -0.963
H 2.887 -8.512 -1.990
H 3.129 -9.061 0.400